[1]
110
Properties=species:S:1:pos:R:3:forces:R:3:mulliken_charge:R:1 method="wB97M-V/def2-TZVPD" e_homo_ev=-8.4573 orbital_gap_ha=0.317 smiles="c1cc[nH]c1.O=C1CCCO1.O=C1CCCO1.O=C1CCCO1.O=C1CCCO1.O=C1CCCO1.CC(C)=O.CC(C)=O.CC(C)=O.CC(C)=O" total_charge=0 e_tot_ha=-2515.12503
C 3.211 3.792 -3.489 0.455 0.337 -1.539 -1.13
C 2.070 3.531 -2.768 -2.190 0.498 0.515 0.42
C 1.011 4.357 -3.248 1.991 -1.593 1.730 -1.07
N 1.541 5.072 -4.280 0.795 0.107 -0.385 0.00
C 2.862 4.698 -4.476 0.301 0.011 0.533 -0.60
H 4.153 3.296 -3.308 0.032 0.140 -0.367 0.46
H 2.079 2.782 -1.991 -0.491 0.243 0.113 0.65
H 0.052 4.425 -2.754 -0.160 0.452 -0.599 0.63
H 1.220 5.953 -4.656 -0.407 -0.410 -0.045 0.25
H 3.458 5.053 -5.304 -0.229 0.307 0.123 0.41
O -1.164 3.391 -8.051 -0.144 -1.866 3.061 -0.66
C -1.251 2.663 -7.036 1.696 3.444 -3.171 0.32
C -0.548 2.835 -5.687 0.155 1.535 -1.014 -0.19
C -1.015 1.666 -4.916 1.363 -0.135 2.673 0.55
C -2.039 0.983 -5.733 -0.931 -1.378 -1.227 -0.31
O -1.956 1.567 -7.057 -1.028 -0.691 0.493 -0.35
H 0.529 2.997 -5.731 0.123 -0.699 -0.653 0.17
H -0.775 3.794 -5.221 -0.820 0.008 -0.202 0.21
H -0.169 1.046 -4.619 -0.016 -0.424 -0.443 -0.13
H -1.340 2.033 -3.942 -0.658 -0.247 0.008 0.01
H -1.887 -0.076 -5.943 0.295 -0.060 0.487 0.14
H -3.061 1.057 -5.362 -0.026 0.400 -0.065 0.20
O 0.075 -2.926 3.828 -2.403 -0.155 2.546 -0.54
C -0.613 -2.956 4.871 2.715 0.529 -2.867 0.49
C -0.255 -2.282 6.155 0.697 -1.678 -0.593 -0.24
C -0.858 -3.306 7.164 -0.673 2.975 0.329 -0.62
C -2.099 -3.850 6.435 1.617 1.111 0.204 -0.28
O -1.746 -3.628 5.000 -1.417 -1.823 0.719 -0.36
H 0.833 -2.209 6.153 -0.142 0.289 0.311 0.32
H -0.727 -1.300 6.118 -0.019 0.027 0.462 0.07
H -0.189 -4.051 7.594 0.002 0.166 -0.368 0.35
H -1.190 -2.579 7.905 -0.090 -0.843 0.959 0.29
H -2.187 -4.851 6.857 -0.390 -0.539 -1.488 0.28
H -3.007 -3.296 6.674 0.089 0.061 -0.326 0.25
O -1.090 3.689 0.279 0.810 1.914 1.201 -0.58
C -0.370 4.545 0.749 1.752 -1.526 -1.157 0.53
C -0.470 6.065 0.887 1.039 -0.519 -0.571 -0.59
C 1.000 6.526 1.180 -1.680 0.722 0.614 -0.56
C 1.621 5.250 1.655 1.303 1.015 2.207 -0.34
O 1.006 4.209 1.030 -2.645 -1.607 -1.770 -0.25
H -0.790 6.393 -0.102 -0.570 0.291 0.363 0.29
H -1.087 6.366 1.733 -0.422 -0.084 -0.485 0.35
H 1.538 7.049 0.390 -0.260 -0.405 -0.270 0.33
H 0.836 7.243 1.984 0.768 0.092 0.102 0.26
H 2.711 5.251 1.618 -0.011 -0.377 -0.807 0.40
H 1.444 5.065 2.715 -0.122 0.582 0.546 0.11
O 2.365 -0.818 0.898 0.116 0.257 0.403 -0.66
C 1.388 -0.348 0.376 1.635 -3.429 0.242 0.31
C -0.029 -0.776 0.658 0.209 2.498 0.041 0.38
C -0.644 0.592 0.162 -1.285 -1.671 0.486 -0.63
C 0.313 1.097 -0.941 -1.956 1.087 1.371 1.23
O 1.545 0.523 -0.602 0.227 0.752 -1.242 -0.27
H -0.460 -1.675 0.219 0.552 0.059 -0.454 0.24
H -0.014 -0.912 1.739 -0.546 0.024 0.021 -0.29
H -1.650 0.376 -0.197 -0.057 0.467 -0.132 0.54
H -0.734 1.216 1.051 0.173 0.455 -0.411 0.06
H -0.108 0.899 -1.927 0.632 -0.599 -0.249 -0.16
H 0.395 2.181 -0.857 0.096 -0.089 -0.063 -0.69
O -0.201 -3.937 -6.296 2.190 2.951 1.984 -0.62
C 0.660 -3.288 -5.670 -0.346 -2.974 -1.504 0.50
C 2.122 -3.783 -5.389 -1.669 -0.110 0.236 -0.59
C 2.289 -3.226 -3.975 1.145 1.618 -0.491 -0.36
C 1.539 -1.816 -4.138 1.471 -1.729 1.511 -0.35
O 0.510 -2.111 -5.014 -2.093 -0.350 -2.216 -0.16
H 2.211 -4.867 -5.462 -0.352 0.088 0.060 0.31
H 2.779 -3.387 -6.163 0.134 0.435 0.272 0.30
H 1.933 -3.891 -3.188 -0.465 0.195 -0.202 0.18
H 3.348 -3.064 -3.775 -0.028 0.150 0.219 0.40
H 1.042 -1.429 -3.249 0.408 -0.063 0.254 -0.01
H 2.243 -1.069 -4.505 -0.153 0.049 -0.306 0.43
C -0.138 3.191 5.723 0.359 -1.118 0.430 -1.30
C -0.156 1.974 4.782 0.403 -0.583 -2.294 0.86
C 1.068 1.742 3.820 -0.682 0.904 1.446 -0.33
O -1.041 1.151 4.706 -0.315 0.591 1.037 -0.47
H 0.702 3.012 6.394 0.282 -0.026 0.088 0.35
H -1.002 3.189 6.387 -0.215 0.165 -0.430 0.35
H 0.082 4.166 5.288 -0.313 -0.201 -0.378 0.30
H 1.230 2.638 3.222 0.314 0.070 0.121 -0.18
H 1.005 0.884 3.150 -0.438 -0.025 0.380 -0.11
H 1.865 1.585 4.547 0.613 0.110 -0.417 0.48
C -3.582 -2.985 -2.971 0.711 -0.682 0.396 -1.11
C -2.317 -3.342 -2.186 0.527 -0.359 0.629 0.55
C -1.035 -3.774 -2.938 -0.470 -0.090 0.519 -0.06
O -2.285 -3.287 -0.969 -0.134 0.169 -0.797 -0.55
H -3.606 -3.601 -3.870 -0.113 0.330 -0.182 0.35
H -3.551 -1.920 -3.202 -0.066 -0.031 -0.208 0.19
H -4.455 -3.209 -2.358 0.093 0.173 0.036 0.38
H -0.498 -4.545 -2.385 -0.421 -0.202 0.291 0.42
H -0.325 -2.948 -2.894 -0.340 0.177 -0.385 -0.59
H -1.210 -4.154 -3.945 0.030 0.427 -0.027 0.39
C -3.249 -1.055 2.971 -2.431 -0.282 1.325 -0.46
C -4.672 -1.580 3.373 -0.454 -2.470 -3.468 0.64
C -5.219 -1.121 4.707 1.144 -0.492 0.705 -0.98
O -5.228 -2.397 2.593 1.024 2.439 2.709 -0.60
H -2.771 -1.768 2.299 0.046 0.362 0.115 0.23
H -2.770 -0.840 3.926 0.734 -0.012 -0.488 -0.07
H -3.553 -0.104 2.533 0.680 0.220 -0.431 0.41
H -5.891 -0.272 4.832 -0.071 -0.128 -0.691 0.32
H -4.291 -0.865 5.218 -0.185 0.388 0.491 0.23
H -5.594 -1.976 5.270 -0.419 -0.047 -0.293 0.30
C 4.344 -5.113 0.704 0.316 0.126 -0.105 -0.98
C 4.266 -3.821 1.467 2.600 3.124 -1.357 0.76
C 3.074 -3.458 2.351 0.489 -0.047 0.160 -0.77
O 5.190 -2.983 1.202 -3.079 -2.363 1.479 -0.59
H 3.514 -5.078 -0.002 -0.345 -0.649 0.211 0.20
H 4.412 -5.997 1.340 -0.671 -0.068 -0.053 0.33
H 5.247 -5.111 0.094 0.042 0.216 0.149 0.31
H 3.288 -2.525 2.871 0.111 -0.186 0.027 0.25
H 2.814 -4.250 3.053 0.300 -0.119 0.133 0.46
H 2.130 -3.273 1.838 0.258 -0.082 -0.589 0.04

=====

[2]
116
Properties=species:S:1:pos:R:3:forces:R:3:mulliken_charge:R:1 method="wB97M-V/def2-TZVPD" e_homo_ev="0.0011 / -0.5099" orbital_gap_ha="0.118 / 0.136" total_charge=-2 e_tot_ha=-6273.95615
Cs -0.409 -0.215 -1.472 -0.577 -0.014 0.013 0.85
C -5.494 1.046 4.261 0.096 -2.254 -2.055 -0.88
C -4.707 -0.339 4.181 0.554 -0.074 0.538 -0.63
N -4.060 -0.821 5.443 -5.227 -3.311 -3.090 -0.20
C -3.125 -0.339 6.177 3.875 2.565 2.413 -0.55
C -2.614 1.056 6.070 0.578 -0.934 -0.580 -0.46
S -1.985 1.518 4.368 0.119 -1.442 -0.216 -0.05
C -2.798 3.040 4.061 0.349 3.091 1.218 -0.58
C -4.353 3.204 3.983 1.118 0.024 -1.384 -0.92
N -4.861 2.012 3.458 -1.406 -0.491 -1.126 0.18
H -5.493 1.352 5.255 0.021 0.598 1.869 0.50
H -6.580 0.885 3.980 0.962 -0.079 0.174 0.34
H -3.958 -0.398 3.362 -0.424 0.804 0.418 0.21
H -5.385 -1.134 3.943 -0.665 -0.399 -0.031 0.44
H -4.401 -1.783 5.657 0.725 1.468 -0.097 0.26
H -1.008 -2.648 2.514 0.359 0.711 -0.364 0.26
H -2.716 -0.965 6.948 0.129 -0.201 0.087 0.41
H -1.716 1.129 6.715 -0.956 0.423 0.047 0.34
H -3.409 1.783 6.202 0.078 0.484 0.613 0.23
H -2.335 3.450 3.150 -0.205 -0.338 0.135 0.37
H -2.410 3.703 4.876 -0.311 0.024 -0.564 0.28
H -4.626 3.992 3.247 0.566 0.010 0.662 0.42
H -4.826 3.461 4.922 0.089 0.017 0.467 0.31
H -4.988 1.964 2.454 -0.024 0.029 0.274 0.05
O -4.695 2.830 -0.295 -0.486 -0.005 -0.522 -0.95
C -5.506 2.593 -1.285 -1.569 0.827 0.893 0.44
C -6.692 3.431 -1.510 0.875 -0.345 0.664 -0.54
C -7.568 3.276 -2.547 0.785 -1.250 -0.777 -0.43
C -7.359 2.149 -3.420 -0.852 1.298 0.424 -0.58
C -6.313 1.284 -3.188 -0.348 0.599 0.535 -0.70
C -5.423 1.472 -2.119 1.107 -1.212 -1.197 0.18
C -4.198 0.550 -2.036 1.355 -0.746 -1.190 0.18
O -3.471 0.712 -0.817 -0.851 0.107 -0.799 -0.41
N -4.453 -0.878 -2.360 -2.936 2.781 0.004 -0.08
N -3.430 -1.654 -2.027 0.533 -2.420 0.217 -0.28
C -3.830 -2.904 -1.833 0.940 0.953 0.092 -0.26
C -3.004 -4.002 -1.643 -1.809 -0.931 0.039 0.29
Br -1.177 -3.628 -1.631 1.024 -0.198 -0.050 -0.30
C -3.522 -5.319 -1.679 1.225 0.780 1.011 -1.36
C -2.792 -6.459 -1.167 -1.881 -0.373 -2.053 0.81
C -2.983 -7.670 -1.919 0.239 -0.767 0.442 -0.52
C -2.161 -8.778 -1.689 -1.712 1.181 -0.981 -0.55
C -1.241 -8.691 -0.687 1.467 -0.735 0.488 -0.35
C -1.060 -7.565 0.076 -0.858 0.319 0.721 -0.43
C -1.899 -6.463 -0.103 1.711 0.407 0.534 -0.35
H -3.902 1.576 -0.480 0.612 -0.019 0.540 0.44
H -6.931 4.158 -0.746 0.383 0.376 0.036 0.34
H -8.336 4.043 -2.683 -0.074 -0.578 -0.088 0.33
H -8.062 1.953 -4.220 0.068 0.044 -0.134 0.33
H -6.219 0.454 -3.866 0.329 -0.341 -0.010 0.46
H -3.485 0.721 -2.922 -0.505 0.773 1.059 -0.12
H -5.425 -1.209 -2.162 1.082 0.243 0.317 0.35
H -4.899 -3.108 -1.799 -0.152 -0.075 -0.071 0.16
H -4.552 -5.405 -2.023 0.255 -0.262 -0.110 0.25
H -3.789 -7.718 -2.678 0.738 0.239 0.368 0.26
H -2.199 -9.656 -2.323 -0.222 -0.073 0.084 0.35
H -0.594 -9.523 -0.516 0.432 -0.534 0.134 0.33
H -0.347 -7.634 0.897 -0.023 0.370 -0.169 0.35
H -1.694 -5.551 0.487 -0.436 -0.557 -0.405 0.43
O 1.023 -2.964 0.626 -0.206 -0.576 0.823 -0.17
P 1.021 -2.095 1.925 -1.745 0.624 -0.092 0.70
O 1.756 -2.440 3.168 -0.524 0.064 -1.021 -0.83
O -0.575 -1.891 2.062 0.814 -0.310 0.783 -0.19
O 1.484 -0.623 1.337 0.351 0.146 0.999 0.10
P 3.088 -0.614 0.956 1.094 -2.367 -2.844 -0.53
O 3.870 -0.943 2.289 -1.075 0.367 1.248 -0.46
O 3.602 0.701 0.402 -1.537 -1.210 0.866 0.53
O 3.173 -1.787 -0.032 -0.057 1.662 1.232 -1.04
H 1.800 -2.682 0.101 1.172 -0.006 -0.453 0.49
H 3.250 -1.237 3.027 0.823 -0.024 -1.083 0.38
C 1.575 -2.320 -6.887 0.081 -0.504 -0.111 -0.73
C 1.151 -1.453 -5.808 -2.073 1.125 3.695 0.36
N 0.701 -1.022 -4.805 1.602 -0.841 -3.209 -0.39
H 2.657 -2.306 -6.929 0.240 0.294 -0.472 0.26
H 1.085 -2.099 -7.860 0.437 -0.208 0.782 0.27
H 1.362 -3.333 -6.510 -0.317 0.199 -0.504 0.26
C 6.098 4.158 1.490 0.354 -2.000 -0.537 -1.23
C 5.207 2.884 1.708 -1.004 0.055 0.303 1.06
C 3.743 3.135 2.214 0.991 0.297 0.780 -1.42
C 5.877 1.893 2.634 -1.089 0.122 1.892 -1.26
Sb 4.924 2.063 -0.417 2.997 3.446 -1.311 1.12
C 6.417 0.605 -1.435 0.335 -2.086 0.087 1.62
C 5.893 -0.819 -1.260 0.845 -0.700 -0.671 -1.95
C 7.889 0.784 -0.874 0.102 0.313 -0.260 -1.39
C 6.374 0.877 -2.959 -0.185 0.693 1.323 -1.83
C 3.201 2.980 -1.742 0.948 -1.144 -0.909 1.47
C 1.972 3.310 -0.952 -1.451 -0.171 -1.642 -1.38
C 4.131 4.138 -2.250 -1.388 -0.910 -1.569 -1.36
C 2.890 2.021 -2.932 -0.969 1.346 0.256 -1.69
H 6.469 4.629 2.414 -0.291 -0.184 -0.062 0.37
H 5.661 4.895 0.826 -0.299 0.168 -0.002 0.24
H 6.987 3.756 0.911 -0.605 0.627 0.603 0.19
H 3.851 3.376 3.299 -0.534 -0.077 -0.413 0.41
H 3.043 2.290 2.089 0.652 0.115 0.241 0.13
H 3.229 3.967 1.735 0.272 0.290 -0.127 0.26
H 6.205 2.423 3.605 -0.482 -0.684 -0.901 0.46
H 6.774 1.407 2.274 0.230 -0.151 -0.420 0.21
H 5.099 1.108 2.911 1.254 0.788 -0.218 0.16
H 5.695 -1.126 -0.245 0.286 -0.075 0.488 0.32
H 6.580 -1.562 -1.732 -0.055 0.154 0.371 0.39
H 4.952 -1.007 -1.770 -0.266 0.377 -0.092 0.38
H 7.970 0.801 0.228 -0.383 -0.319 -0.260 0.26
H 8.286 1.789 -1.144 -0.333 -0.441 -0.110 0.35
H 8.697 0.037 -1.223 -1.490 0.738 0.135 0.27
H 5.388 0.634 -3.357 0.247 -0.387 -0.165 0.28
H 7.192 0.361 -3.436 0.151 -0.662 -0.410 0.50
H 6.539 1.918 -3.201 0.063 0.675 0.104 0.35
H 2.092 4.192 -0.392 0.237 1.239 0.889 0.35
H 1.635 2.543 -0.254 0.150 -0.307 0.004 0.10
H 1.068 3.517 -1.634 0.946 -0.214 0.648 0.28
H 4.016 5.033 -1.679 0.016 0.634 0.636 0.33
H 3.909 4.415 -3.323 -0.038 -0.271 0.876 0.32
H 5.205 3.842 -2.229 -0.515 0.123 0.180 0.13
H 2.430 1.046 -2.711 0.501 0.075 0.335 0.12
H 3.765 1.918 -3.565 0.016 -0.269 -0.108 0.34
H 2.096 2.540 -3.526 0.433 -0.245 -0.068 0.52